6
Properties=species:S:1:pos:R:3:mulliken_charge:R:1 method="wB97M-V/def2-TZVPD" charge=+2 homo_lumo_gap_ev=7.7 lumo_energy_ev=-9.31
H 1.463 0.302 0.867 0.490
O 0.561 -0.553 1.138 -0.416
C 0.555 -0.161 -0.111 -0.012
O -0.592 0.290 -0.442 -0.684
Na -0.098 1.063 -2.686 0.962
Ca -1.889 -0.942 1.234 1.660